Density functional theory data (wB97M-V/def2-TZVPD) for a molecular structure, C28H25Cl3CsN10OS2Se.

LUMO level	1.44	eV
HOMO energy	-5.180	eV

Geometry as ORCA input:
```
! RIJCOSX wB97M-V def2-TZVPD def2/J DEFGRID3
* xyz -1 1
Cs -0.496 -0.470 0.811
C -2.773 -5.083 -3.048
C -3.586 -4.078 -2.324
N -4.880 -4.051 -2.251
N -5.149 -2.935 -1.510
C -4.052 -2.260 -1.116
S -3.980 -0.835 -0.256
N -3.037 -3.024 -1.631
N -1.687 -2.726 -1.471
H -3.439 -5.727 -3.616
H -2.197 -5.699 -2.354
H -2.085 -4.579 -3.727
H -6.096 -2.645 -1.329
H -1.182 -3.599 -1.355
H -1.346 -2.291 -2.337
C 2.368 4.277 1.784
C 3.116 3.696 0.769
C 3.174 2.317 0.656
C 2.494 1.532 1.581
C 1.748 2.098 2.606
C 1.680 3.480 2.690
N 2.602 0.105 1.518
N 2.437 -0.339 0.373
C 2.653 -1.752 0.257
C 3.796 -2.337 0.787
C 4.010 -3.676 0.515
C 3.086 -4.360 -0.262
C 1.974 -3.674 -0.724
N 1.752 -2.389 -0.474
H 2.314 5.355 1.866
H 3.642 4.317 0.054
H 3.736 1.841 -0.136
H 1.193 1.460 3.282
H 1.076 3.935 3.463
H 4.476 -1.749 1.385
H 4.887 -4.180 0.900
H 3.224 -5.402 -0.511
H 1.234 -4.176 -1.334
Cl -1.703 -3.926 7.682
C -1.273 -2.874 6.355
C -0.914 -3.418 5.137
C -0.580 -2.569 4.104
Cl -0.123 -3.270 2.564
C -0.575 -1.149 4.191
O -0.269 -0.393 3.216
C -0.953 -0.679 5.479
Cl -0.969 1.044 5.715
C -1.295 -1.500 6.532
H -0.895 -4.489 4.991
H -1.574 -1.071 7.482
Se -0.592 -2.236 -4.800
C -0.743 -0.433 -4.658
N -0.832 0.720 -4.569
N -2.535 1.607 -2.300
C -1.872 2.687 -1.849
S -2.339 3.485 -0.445
N -0.838 3.045 -2.647
C -0.029 4.192 -2.540
C 0.538 4.594 -1.337
C 1.351 5.715 -1.306
C 1.624 6.429 -2.465
C 1.075 6.011 -3.668
C 0.245 4.902 -3.704
H -3.214 1.171 -1.693
H -2.175 1.080 -3.091
H -0.680 2.454 -3.464
H 0.330 4.034 -0.436
H 1.779 6.031 -0.364
H 2.263 7.301 -2.430
H 1.282 6.555 -4.581
H -0.201 4.576 -4.634
*
```

These are the Mulliken partial charges, in e, on atoms 1 to 2:
1. Cs 0.99
2. C -1.07

Density functional theory data (wB97M-V/def2-TZVPD) for a molecular structure, C28H25Cl4N6O2ReS.

LUMO level (alpha / beta)	-3.61 / -4.48	eV
HOMO energy (alpha / beta)	-10.155 / -10.371	eV

Geometry as ORCA input:
```
! RIJCOSX wB97M-V def2-TZVPD def2/J DEFGRID3
* xyz 1 2
Re 0.599 0.598 0.359
Cl -3.423 1.892 5.742
C -2.893 1.658 4.120
C -1.726 0.934 3.905
C -1.294 0.758 2.605
N -0.180 0.036 2.161
C 0.265 -1.073 2.809
O 0.035 -1.409 3.949
C 1.017 -1.945 1.865
C 1.535 -3.168 2.239
C 2.065 -3.986 1.257
C 2.041 -3.556 -0.062
C 1.529 -2.309 -0.353
N 1.038 -1.501 0.598
C -2.015 1.285 1.527
C -3.183 1.996 1.740
C -3.611 2.185 3.050
Cl -5.055 3.091 3.309
N -1.393 0.970 0.292
C -2.055 1.064 -0.892
O -3.196 1.435 -1.076
C -1.191 0.648 -2.041
C -1.695 0.632 -3.325
C -0.851 0.291 -4.365
C 0.467 -0.027 -4.074
C 0.889 -0.007 -2.761
N 0.078 0.328 -1.745
H -1.180 0.521 4.738
H 1.486 -3.451 3.282
H 2.476 -4.954 1.510
H 2.415 -4.178 -0.863
H 1.495 -1.939 -1.366
H -3.764 2.389 0.922
H -2.733 0.899 -3.466
H -1.211 0.273 -5.385
H 1.168 -0.297 -4.851
H 1.909 -0.261 -2.521
Cl 3.010 0.582 -0.534
C 4.139 1.329 0.611
C 5.478 1.344 0.285
C 6.340 1.926 1.201
C 5.840 2.455 2.383
C 4.486 2.408 2.665
Cl 3.907 3.073 4.147
C 3.573 1.830 1.772
S 1.868 1.734 2.151
H 5.833 0.924 -0.645
H 7.399 1.971 0.995
H 6.505 2.911 3.103
C 0.378 4.813 -3.257
C 0.210 4.598 -1.758
C 1.142 5.529 -0.981
C -1.246 4.824 -1.354
N 0.537 3.163 -1.548
N 0.508 2.773 -0.163
H 0.126 5.839 -3.522
H -0.273 4.140 -3.816
H 1.412 4.635 -3.566
H 0.921 6.569 -1.221
H 2.188 5.343 -1.241
H 1.026 5.426 0.100
H -1.588 5.788 -1.731
H -1.383 4.854 -0.269
H -1.892 4.049 -1.770
H 1.492 2.998 -1.858
H -0.403 3.063 0.189
H 1.197 3.281 0.398
*
```

These are the Mulliken partial charges, in e, on atoms 1 to 2:
1. Re 0.84
2. Cl -0.19

Density functional theory data (wB97M-V/def2-TZVPD) for a molecular structure, C28H25ClN4NiO4S2.

LUMO level (alpha / beta)	-0.73 / -0.73	eV
HOMO energy (alpha / beta)	-7.115 / -7.115	eV

Geometry as ORCA input:
```
! RIJCOSX wB97M-V def2-TZVPD def2/J DEFGRID3
* xyz 0 1
Ni 1.062 -0.145 0.739
S 0.743 -0.073 3.034
C -0.145 -1.528 2.812
N -0.221 -2.101 1.648
C -0.961 -3.267 1.696
C -1.194 -4.112 0.612
C -1.975 -5.237 0.803
C -2.519 -5.533 2.056
C -2.283 -4.708 3.144
C -1.500 -3.576 2.953
S -1.013 -2.357 4.096
H -0.731 -3.884 -0.340
H -2.159 -5.907 -0.027
H -3.125 -6.420 2.182
H -2.696 -4.944 4.116
Cl 5.345 -2.534 -0.151
C 3.893 -3.133 0.725
C 2.682 -2.306 0.305
O 1.968 -2.691 -0.603
O 2.573 -1.208 0.987
H 4.098 -3.026 1.785
H 3.755 -4.170 0.442
N 3.742 0.597 -0.815
C 2.708 0.360 -1.674
C 2.924 0.411 -3.064
C 1.877 0.207 -3.922
C 0.605 -0.034 -3.401
C 0.467 -0.055 -2.037
N 1.481 0.139 -1.177
H 4.657 0.420 -1.199
H 3.618 0.192 0.108
H 3.925 0.595 -3.430
H 2.041 0.225 -4.992
H -0.250 -0.210 -4.037
H -0.498 -0.229 -1.586
C -1.501 3.104 -2.564
O -1.306 3.318 -1.175
C -0.030 3.420 -0.732
C 1.094 3.394 -1.548
C 2.358 3.530 -0.993
C 2.519 3.692 0.373
C 1.401 3.708 1.191
C 0.138 3.563 0.648
N -0.991 3.662 1.514
C -2.158 3.035 1.531
C -2.593 1.832 0.973
C -3.999 1.589 1.001
C -4.524 0.411 0.578
C -3.643 -0.611 0.143
C -2.291 -0.443 0.132
C -1.699 0.790 0.543
O -0.448 0.990 0.593
H -2.574 3.010 -2.705
H -1.006 2.186 -2.892
H -1.128 3.948 -3.148
H 0.991 3.255 -2.615
H 3.225 3.490 -1.639
H 3.506 3.781 0.804
H 1.503 3.797 2.266
H -0.920 4.426 2.170
H -2.895 3.566 2.127
H -4.648 2.380 1.359
H -5.591 0.241 0.591
H -4.051 -1.566 -0.166
H -1.636 -1.256 -0.147
*
```

These are the Mulliken partial charges, in e, on atoms 1 to 2:
1. Ni 0.39
2. S -0.41

What did we get for F_max? Answer: 2.76 0.47 0.29 eV/Å, in the order shown.